Entry 1:
# C9H14BF

C9H14BF in the gas phase at a distorted geometry (the ωB97M-V functional and the def2-TZVPD basis, the Open Molecules 2025 dataset).

For the HOMO energy, the calculation gives -0.3491 Ha. Its SMILES is C=CCB[C@@](F)(C=C)CC=C. As for the relative energy (zero: lowest compared OMol25 entry of this formula, charge and spin): 26.4 kcal per mole. The frontier orbital gap is 9.75 eV. As for the LUMO energy: 0.3 eV.

Geometry as ORCA input:
```
! wB97M-V def2-TZVPD RIJCOSX def2/J DEFGRID3
* xyz 0 1
C 2.832 0.488 2.795
C 1.642 -0.071 2.371
C 1.598 -1.009 1.154
B 0.232 -0.652 0.595
C 0.003 0.148 -0.748
F 1.115 0.841 -1.166
C -0.268 -1.064 -1.606
C 0.614 -1.470 -2.587
C -1.068 1.216 -1.043
C -2.251 1.107 -0.107
C -3.511 1.252 -0.521
H 2.748 1.061 3.768
H 3.793 0.248 2.319
H 0.642 -0.060 2.738
H 2.498 -0.855 0.676
H 1.797 -2.011 1.432
H -0.895 -1.059 0.834
H -1.184 -1.636 -1.532
H 0.359 -2.331 -3.201
H 1.519 -0.762 -2.612
H -1.345 0.965 -2.052
H -0.735 2.258 -1.050
H -1.964 1.152 0.992
H -4.260 1.142 0.136
H -3.912 1.104 -1.586
*
```

Charges computed using Mulliken, reported in e: C -0.80; C -0.09; C -0.71; B 0.23; C 0.86; F -0.41; C -0.68; C -0.84; C -0.76; C 0.03; C -0.94; H 0.24; H 0.28; H 0.34; H 0.40; H 0.48; H -0.09; H 0.36; H 0.32; H 0.22; H 0.38; H 0.40; H 0.17; H 0.39; H 0.23

Entry 2:
# C9H14BeN2PS

A molecular structure, C9H14BeN2PS at a distorted geometry (the ωB97M-V functional and the def2-TZVPD basis, the Open Molecules 2025 dataset).

For the HOMO energy (alpha / beta), the calculation gives 0.0011 / 0.0011 Ha. As for the relative energy (zero: lowest compared OMol25 entry of this formula, charge and spin): 0.0 kcal per mole. The frontier orbital gap (alpha / beta) is 2.90 / 2.90 eV. As for the LUMO energy (alpha / beta): 2.9 / 2.9 eV.

Geometry as ORCA input:
```
! wB97M-V def2-TZVPD RIJCOSX def2/J DEFGRID3
* xyz -1 1
C -0.295 0.351 -3.041
C -1.414 -0.509 -3.261
C -1.176 -1.738 -2.624
C 0.151 -1.752 -2.143
C 0.736 -0.463 -2.338
Be -0.205 0.657 -0.957
P -1.089 2.577 -0.978
H -0.028 1.199 -3.686
H -2.331 -0.208 -3.761
H -1.905 -2.527 -2.468
H 1.814 -0.234 -2.365
H 0.671 -2.603 -1.712
H -2.124 2.726 0.026
H -1.569 3.078 -2.247
H 0.118 3.283 -0.570
C 0.283 -2.088 2.633
N 0.645 -0.689 2.514
C 1.540 -0.007 3.311
C 1.534 1.281 2.894
N 0.641 1.364 1.843
C 0.057 0.140 1.620
S -1.218 -0.347 0.624
H -0.765 -2.198 2.928
H 0.432 -2.611 1.684
H 0.925 -2.524 3.394
H 2.087 -0.524 4.086
H 2.080 2.140 3.249
H 0.403 2.228 1.344
*
```

Charges computed using Mulliken, reported in e: C -0.72; C -0.67; C -0.40; C -0.88; C -0.69; Be -1.84; P 0.39; H 0.67; H 0.37; H 0.38; H 0.71; H 0.52; H 0.01; H 0.09; H -0.06; C -1.02; N 0.60; C -0.13; C -1.22; N 2.44; C -1.53; S 0.61; H 0.31; H 0.31; H 0.31; H 0.49; H 0.50; H -0.54

Entry 3:
# C9H14ClCsO3S

A molecular structure, C9H14ClCsO3S at a distorted geometry (the ωB97M-V functional and the def2-TZVPD basis, the Open Molecules 2025 dataset).

For the HOMO energy, the calculation gives -0.2088 Ha. The frontier orbital gap is 5.04 eV. As for the LUMO energy: -0.6 eV.

Geometry as ORCA input:
```
! wB97M-V def2-TZVPD RIJCOSX def2/J DEFGRID3
* xyz 0 1
C 0.673 2.638 -2.196
C 0.046 1.640 -1.888
C -0.693 0.519 -1.456
C -1.598 1.046 -0.324
C -1.964 -0.022 0.722
C -1.580 0.311 2.165
C -0.186 0.839 2.465
S 1.153 -0.344 2.323
O 1.862 -0.356 3.564
O 0.711 -1.575 1.763
Cl 2.411 0.598 1.014
O 0.264 -0.468 -0.956
C 0.327 -1.644 -1.715
C 1.795 -2.093 -1.682
H 0.961 3.642 -2.386
H -2.520 1.389 -0.792
H -1.181 1.935 0.167
H -1.588 -1.002 0.446
H -3.051 -0.115 0.729
H -1.772 -0.545 2.810
H -2.255 1.104 2.495
H 0.062 1.730 1.898
H -0.106 1.097 3.520
H -0.280 -2.454 -1.303
H -0.011 -1.395 -2.724
H 1.913 -3.171 -1.728
H 2.219 -1.721 -0.752
H 2.344 -1.585 -2.484
Cs 2.045 0.001 -3.694
*
```

Charges computed using Mulliken, reported in e: C -0.67; C -0.53; C -0.26; C -0.66; C -0.42; C -0.93; C -0.84; S 1.11; O -0.63; O -0.50; Cl -0.23; O 0.36; C -1.15; C -0.73; H 0.45; H 0.41; H 0.39; H 0.22; H 0.37; H 0.37; H 0.38; H 0.49; H 0.47; H 0.19; H 0.76; H 0.31; H 0.27; H 0.04; Cs 0.95

Entry 4:
# C9H14CoN5O4

A molecular structure, C9H14CoN5O4 at a distorted geometry (the ωB97M-V functional and the def2-TZVPD basis, the Open Molecules 2025 dataset).

For the HOMO energy (alpha / beta), the calculation gives -0.4653 / -0.4651 Ha. The frontier orbital gap (alpha / beta) is 9.12 / 8.49 eV. As for the LUMO energy (alpha / beta): -3.5 / -4.2 eV.

Geometry as ORCA input:
```
! wB97M-V def2-TZVPD RIJCOSX def2/J DEFGRID3
* xyz 1 4
Co -0.732 0.418 0.179
C 3.740 3.091 0.222
O 2.724 2.534 1.096
C 1.600 2.012 0.618
O 1.015 1.090 1.177
N 1.092 2.541 -0.542
N -0.187 2.001 -0.986
H 4.756 2.818 0.598
H 3.522 4.151 0.229
H 3.693 2.750 -0.820
H 1.341 3.445 -0.927
H -0.081 1.688 -1.970
H -0.911 2.758 -1.032
O -2.165 -0.447 -0.893
N -3.404 -0.126 -1.140
C -3.860 0.815 -0.337
C -3.029 1.427 0.599
N -2.247 1.855 1.367
C -5.219 1.213 -0.459
N -6.358 1.505 -0.624
C 0.799 -3.545 -0.443
C -0.011 -3.793 0.833
C -0.125 -2.429 1.474
O 0.097 -1.409 0.424
C 0.728 -2.050 -0.823
H 0.508 -4.116 -1.311
H 1.920 -3.696 -0.321
H 0.438 -4.524 1.498
H -1.045 -4.204 0.638
H 0.640 -2.206 2.299
H -1.084 -2.244 1.916
H 1.719 -1.584 -0.890
H 0.126 -1.737 -1.650
*
```

Charges computed using Mulliken, reported in e: Co 0.53; C -0.77; O -0.32; C 0.79; O -0.43; N -0.15; N -0.54; H 0.27; H 0.35; H 0.36; H 0.27; H 0.36; H 0.38; O -0.33; N -0.29; C 0.58; C 0.69; N -0.48; C -0.10; N -0.40; C -0.59; C -0.55; C -0.55; O -0.07; C -0.39; H 0.34; H 0.28; H 0.33; H 0.29; H 0.28; H 0.32; H 0.26; H 0.28

Entry 5:
# C9H14N

A gas-phase ion, C9H14N (charge +1) at a distorted geometry (the ωB97M-V functional and the def2-TZVPD basis, the Open Molecules 2025 dataset).

For the HOMO energy, the calculation gives -0.5159 Ha. Its SMILES is C[C@H]1C#C[C@H](C)[C@]2(C)C[N@H+]12. As for the relative energy (zero: lowest compared OMol25 entry of this formula, charge and spin): 148.2 kcal per mole. The frontier orbital gap is 10.44 eV. As for the LUMO energy: -3.6 eV.

Geometry as ORCA input:
```
! wB97M-V def2-TZVPD RIJCOSX def2/J DEFGRID3
* xyz 1 1
C 2.998 -0.191 -0.544
C 2.042 0.414 0.414
C 1.211 1.515 0.075
C 0.165 1.686 -0.493
C -1.144 1.002 -0.582
C -2.161 1.600 0.385
C -0.687 -0.438 -0.065
C -1.468 -1.451 -0.844
C -0.458 -0.764 1.355
N 0.649 -0.730 0.404
H 2.604 -0.243 -1.482
H 3.507 -1.030 -0.296
H 3.905 0.357 -0.849
H 2.304 0.490 1.399
H -1.348 1.052 -1.673
H -1.979 1.585 1.507
H -3.052 1.215 0.150
H -2.326 2.605 0.049
H -1.636 -1.155 -1.829
H -2.308 -1.781 -0.409
H -0.894 -2.479 -0.938
H -0.261 0.025 2.213
H -0.644 -1.648 1.861
H 0.982 -1.637 0.190
*
```

Charges computed using Mulliken, reported in e: C -1.57; C 0.45; C -0.30; C -0.51; C 0.47; C -1.48; C 1.09; C -1.82; C -0.87; N -0.15; H 0.44; H 0.51; H 0.38; H 0.39; H 0.52; H 0.27; H 0.50; H 0.45; H 0.47; H 0.42; H 0.35; H 0.24; H 0.39; H 0.35

Entry 6:
# C9H14N2O

C9H14N2O in the gas phase at a distorted geometry (the ωB97M-V functional and the def2-TZVPD basis, the Open Molecules 2025 dataset).

For the HOMO energy, the calculation gives -0.2685 Ha. Its SMILES is CN1c2ccoc2C(C)(C)N1C. As for the relative energy (zero: lowest compared OMol25 entry of this formula, charge and spin): 109.3 kcal per mole. The frontier orbital gap is 8.24 eV. As for the LUMO energy: 0.9 eV.

Geometry as ORCA input:
```
! wB97M-V def2-TZVPD RIJCOSX def2/J DEFGRID3
* xyz 0 1
C -0.046 2.396 -0.604
N 0.136 1.329 0.338
C 1.369 0.592 0.311
C 2.708 0.788 0.011
C 3.185 -0.510 -0.122
O 2.271 -1.416 0.101
C 1.121 -0.769 0.391
C -0.676 -0.910 -0.131
C -0.620 -1.045 -1.621
C -1.344 -2.108 0.550
N -0.978 0.430 0.296
C -1.760 0.619 1.526
H -0.660 2.011 -1.361
H -0.602 3.173 -0.103
H 0.945 2.609 -0.780
H 3.336 1.708 -0.098
H 4.110 -0.908 -0.266
H -0.141 -2.043 -1.776
H -0.066 -0.223 -2.159
H -1.618 -1.007 -1.997
H -1.143 -1.839 1.582
H -1.034 -3.103 0.051
H -2.453 -2.068 0.268
H -2.256 1.602 1.462
H -2.658 0.033 1.674
H -1.126 0.659 2.458
*
```

Charges computed using Mulliken, reported in e: C -1.09; N -0.12; C 0.99; C -0.93; C -0.51; O -0.38; C -0.19; C 1.07; C -1.68; C -1.47; N 0.06; C -1.00; H 0.36; H 0.28; H 0.39; H 0.37; H 0.55; H 0.39; H 0.30; H 0.47; H 0.46; H 0.34; H 0.34; H 0.31; H 0.37; H 0.32

Repeat the fourth record exactly.
# C9H14CoN5O4

A molecular structure, C9H14CoN5O4 at a distorted geometry (the ωB97M-V functional and the def2-TZVPD basis, the Open Molecules 2025 dataset).

For the HOMO energy (alpha / beta), the calculation gives -0.4653 / -0.4651 Ha. The frontier orbital gap (alpha / beta) is 9.12 / 8.49 eV. As for the LUMO energy (alpha / beta): -3.5 / -4.2 eV.

Geometry as ORCA input:
```
! wB97M-V def2-TZVPD RIJCOSX def2/J DEFGRID3
* xyz 1 4
Co -0.732 0.418 0.179
C 3.740 3.091 0.222
O 2.724 2.534 1.096
C 1.600 2.012 0.618
O 1.015 1.090 1.177
N 1.092 2.541 -0.542
N -0.187 2.001 -0.986
H 4.756 2.818 0.598
H 3.522 4.151 0.229
H 3.693 2.750 -0.820
H 1.341 3.445 -0.927
H -0.081 1.688 -1.970
H -0.911 2.758 -1.032
O -2.165 -0.447 -0.893
N -3.404 -0.126 -1.140
C -3.860 0.815 -0.337
C -3.029 1.427 0.599
N -2.247 1.855 1.367
C -5.219 1.213 -0.459
N -6.358 1.505 -0.624
C 0.799 -3.545 -0.443
C -0.011 -3.793 0.833
C -0.125 -2.429 1.474
O 0.097 -1.409 0.424
C 0.728 -2.050 -0.823
H 0.508 -4.116 -1.311
H 1.920 -3.696 -0.321
H 0.438 -4.524 1.498
H -1.045 -4.204 0.638
H 0.640 -2.206 2.299
H -1.084 -2.244 1.916
H 1.719 -1.584 -0.890
H 0.126 -1.737 -1.650
*
```

Charges computed using Mulliken, reported in e: Co 0.53; C -0.77; O -0.32; C 0.79; O -0.43; N -0.15; N -0.54; H 0.27; H 0.35; H 0.36; H 0.27; H 0.36; H 0.38; O -0.33; N -0.29; C 0.58; C 0.69; N -0.48; C -0.10; N -0.40; C -0.59; C -0.55; C -0.55; O -0.07; C -0.39; H 0.34; H 0.28; H 0.33; H 0.29; H 0.28; H 0.32; H 0.26; H 0.28